#P
{"formula": "C7H14NS", "method": "ωB97M-V with the def2-TZVPD basis set", "charge": 1, "orbital_gap_ev": [6.4, 6.4], "e_homo_ev": [-11.8, -11.8], "elements": ["C", "H", "N", "S", "C", "H", "H", "H", "H", "H", "H", "H", "H", "H", "H", "C", "H", "C", "C", "H", "C", "H", "C"], "xyz": [[-0.061, -0.006, -1.745], [0.648, -0.683, -2.088], [-0.814, 0.606, 0.670], [2.402, 1.286, -0.162], [0.057, -0.206, -0.303], [-2.010, -1.118, 0.753], [-2.734, 0.166, 0.158], [-0.998, -0.208, -2.124], [-0.454, 2.679, 0.853], [3.883, -0.586, 0.338], [0.310, -1.876, 1.161], [2.539, -2.356, 0.657], [-0.856, 2.174, -0.856], [0.172, -2.217, -0.541], [-0.200, 0.489, 1.583], [-2.099, -0.072, 0.973], [-2.550, 0.147, 1.882], [2.910, -0.365, -0.013], [0.657, -1.560, 0.205], [-2.051, 2.267, 0.392], [-1.007, 1.989, 0.223], [0.081, 0.914, -2.159], [2.174, -1.465, 0.143]]}

=====

#Q
{"formula": "C7H14NS", "method": "ωB97M-V with the def2-TZVPD basis set", "charge": 1, "orbital_gap_ev": 8.3, "e_homo_ev": -12.4, "elements": ["N", "C", "H", "H", "H", "H", "C", "S", "H", "H", "H", "H", "C", "H", "C", "H", "C", "C", "H", "H", "C", "H", "H"], "xyz": [[0.109, -1.672, 0.349], [-0.641, -2.906, -0.247], [-3.485, 1.493, -1.575], [-0.168, -0.357, -1.479], [-2.790, 0.489, -2.571], [1.660, -0.858, 1.093], [0.704, 1.919, 0.512], [-2.400, -0.111, -0.237], [-1.636, -2.739, -0.554], [-0.528, -3.783, 0.451], [2.066, 3.535, 1.085], [2.230, -1.608, -0.411], [-0.125, -0.370, -0.357], [0.389, 3.713, 1.519], [1.593, -1.766, 0.459], [-0.252, -1.533, 1.328], [1.046, 3.322, 0.764], [-2.553, 0.988, -1.640], [1.021, 3.840, -0.177], [2.046, -2.555, 1.082], [0.358, 0.801, 0.210], [-0.062, -3.059, -1.118], [-1.745, 1.729, -1.629]]}

=====

#R
{"formula": "C7H14NS", "method": "ωB97M-V with the def2-TZVPD basis set", "smiles": "CC(C/C=C\\S)=[N+](C)C", "charge": 1, "orbital_gap_ev": 8.1, "e_homo_ev": -12.0, "elements": ["C", "H", "H", "N", "C", "H", "H", "H", "H", "H", "C", "H", "H", "H", "C", "H", "C", "H", "C", "H", "H", "C", "S"], "xyz": [[2.750, -0.603, 0.021], [-1.170, 0.280, 1.517], [0.557, 2.677, 0.044], [1.324, -0.517, -0.185], [-3.030, 0.008, 0.727], [-1.106, 1.537, -1.009], [0.463, -2.054, -1.324], [3.162, -1.348, -0.660], [1.295, -2.571, 0.148], [2.036, 1.934, 0.667], [1.312, 1.919, -0.146], [2.963, -0.924, 1.043], [1.836, 2.208, -1.061], [3.247, 0.345, -0.165], [0.657, -1.800, -0.279], [-0.292, -1.788, 0.257], [0.680, 0.595, -0.309], [-3.330, -0.126, 1.757], [-0.812, 0.558, -0.621], [-1.003, -0.172, -1.413], [-5.331, -0.248, 0.717], [-1.716, 0.241, 0.580], [-4.492, -0.150, -0.304]]}

=====

#S
{"formula": "C7H14NS", "method": "ωB97M-V with the def2-TZVPD basis set", "smiles": "CC(C/C=C\\S)=[N+](C)C", "charge": 1, "orbital_gap_ev": 8.1, "e_homo_ev": -12.1, "elements": ["H", "H", "H", "H", "C", "C", "C", "H", "C", "C", "H", "S", "C", "C", "H", "H", "H", "H", "H", "H", "H", "H", "N"], "xyz": [[0.491, -1.614, 1.524], [1.962, 1.138, -0.185], [0.735, 1.201, -2.085], [-1.344, -2.091, -0.760], [0.503, 0.271, -2.366], [-0.197, -0.845, 1.323], [-0.145, 0.264, 2.395], [-0.967, -1.976, -2.418], [0.507, -0.332, -0.025], [1.878, 0.149, 0.204], [-0.239, 0.298, -3.219], [-2.453, 1.350, 1.610], [-1.102, -1.327, -1.508], [-1.119, 1.147, 2.577], [1.401, -0.099, -2.812], [0.672, 0.385, 2.990], [-1.181, -1.305, 1.321], [2.251, 0.188, 1.228], [-2.017, -0.754, -1.870], [2.610, -0.449, -0.468], [-1.020, 1.887, 3.302], [-3.180, 2.164, 2.262], [-0.047, -0.435, -1.211]]}

=====

Which structure is most stable? #R, by 105.3 kJ/mol over the runner-up.

=====

#P
{"formula": "C2H10N2O2", "method": "ωB97M-V with the def2-TZVPD basis set", "smiles": "NCO.NCO", "orbital_gap_ev": 10.6, "e_homo_ev": -9.7, "elements": ["H", "H", "H", "O", "H", "H", "O", "H", "C", "H", "H", "H", "N", "C", "N", "H"], "xyz": [[0.297, 2.052, -0.035], [-0.809, 0.112, -0.182], [-1.938, -1.468, -2.402], [1.938, -0.177, 1.121], [-0.356, -1.520, -0.745], [3.004, 1.478, 0.522], [-2.104, -1.351, 0.321], [1.358, 2.849, 0.901], [-1.157, -0.813, -0.636], [-2.574, -0.013, -1.882], [-1.651, -1.831, 1.021], [2.006, 0.684, -0.693], [-1.769, -0.618, -1.889], [2.042, 0.995, 0.349], [1.001, 1.931, 0.674], [1.739, 0.123, 2.019]]}

=====

#Q
{"formula": "C2H10N2O2", "method": "ωB97M-V with the def2-TZVPD basis set", "orbital_gap_ev": [7.8, 8.9], "e_homo_ev": [-7.4, -8.2], "elements": ["H", "H", "O", "H", "H", "H", "N", "N", "O", "H", "C", "H", "C", "H", "H", "H"], "xyz": [[2.529, -2.064, -0.262], [1.823, 1.185, -0.824], [-0.722, 1.556, 1.134], [0.119, 1.599, -0.953], [0.956, 0.584, -2.239], [-2.559, -0.125, 1.729], [0.518, -0.412, -0.507], [-0.558, 0.135, 1.141], [2.128, -1.514, -0.949], [-2.339, -0.011, -0.022], [0.860, 0.825, -1.182], [-1.811, -1.480, 0.866], [-1.884, -0.391, 0.907], [-0.211, -0.986, -0.908], [-0.031, 1.868, 1.731], [1.184, -0.769, 0.338]]}

=====

#R
{"formula": "C2H10N2O2", "method": "ωB97M-V with the def2-TZVPD basis set", "smiles": "N/C=C/N.O.O", "orbital_gap_ev": 8.2, "e_homo_ev": -7.4, "elements": ["N", "O", "H", "H", "H", "H", "C", "N", "C", "H", "H", "O", "H", "H", "H", "H"], "xyz": [[0.106, -1.117, -0.667], [4.187, 2.279, 0.055], [-1.375, -2.017, 0.542], [5.034, 2.308, -0.406], [0.379, -1.791, -1.383], [0.166, -0.218, -1.145], [-1.266, -1.279, -0.254], [-3.149, 0.188, 0.211], [-2.299, -0.476, -0.625], [-3.825, 0.801, -0.204], [3.610, 1.997, -0.664], [1.609, -0.066, 1.720], [1.259, -0.483, 0.914], [-2.466, -0.312, -1.692], [0.965, -0.168, 2.424], [-2.935, 0.354, 1.175]]}

=====

Which structure is most stable? #P, by 116.2 kJ/mol over the runner-up.

=====

#P
{"formula": "C28H47N11O3PSYb", "method": "ωB97M-V with the def2-TZVPD basis set", "charge": 2, "s_squared": 0.75, "orbital_gap_ev": [8.5, 8.0], "e_homo_ev": [-13.5, -13.5], "spin_multiplicity": 2, "elements": ["H", "O", "N", "O", "Yb", "N", "H", "H", "H", "C", "C", "H", "N", "H", "O", "C", "H", "H", "H", "H", "H", "H", "N", "N", "H", "H", "H", "H", "H", "C", "N", "H", "H", "H", "C", "H", "C", "H", "H", "H", "C", "N", "C", "H", "H", "H", "H", "H", "C", "N", "H", "C", "H", "H", "C", "C", "H", "H", "C", "C", "N", "H", "C", "C", "C", "C", "C", "H", "C", "C", "S", "H", "H", "H", "H", "H", "H", "H", "H", "H", "H", "C", "C", "H", "C", "P", "C", "C", "C", "C", "N", "N"], "xyz": [[5.797, -3.278, 0.717], [0.617, 0.329, -0.816], [1.637, -2.247, 1.396], [-4.210, -0.070, -0.895], [-0.308, -1.316, 0.206], [2.949, -3.185, -0.310], [-0.080, -2.072, 2.847], [-2.098, 1.730, -2.539], [0.200, -3.601, -1.887], [-4.061, 0.961, 1.293], [-0.040, 4.756, 0.049], [-4.994, -3.510, 4.217], [2.512, -4.038, -2.412], [-2.950, 1.233, -4.810], [-0.781, -0.090, 2.058], [-1.640, 0.870, -3.076], [4.608, 3.547, -2.111], [3.569, 1.197, -0.739], [2.241, 3.178, -3.771], [-3.238, -2.240, 5.683], [3.213, -0.187, -1.951], [-0.474, -1.916, 5.396], [3.948, -2.779, 1.783], [-2.941, -3.071, 3.703], [3.154, -2.808, 3.775], [5.668, -3.957, 2.419], [3.896, -3.334, -0.661], [1.816, -4.173, -3.146], [-0.645, 2.719, 0.714], [-0.426, 5.206, -1.401], [2.241, 1.652, -2.292], [0.388, 5.735, -1.949], [1.684, -1.950, 2.370], [3.653, -1.168, 3.054], [-1.309, -1.781, 4.693], [3.322, -3.629, -2.803], [2.743, 2.941, -2.785], [1.105, 2.918, 0.398], [2.397, 3.775, -2.115], [-0.972, -0.479, -5.942], [-2.494, -2.704, 5.084], [-0.185, 1.112, -3.286], [1.987, -3.419, -1.276], [-1.287, 5.894, -1.463], [-0.833, 5.048, 0.766], [-2.534, 1.174, 4.301], [4.572, 0.821, -3.634], [-1.800, 0.040, -2.376], [-1.977, -2.874, 2.776], [-2.262, -0.173, 0.379], [-6.038, 1.601, 0.727], [3.890, -2.226, 3.113], [0.698, -0.511, -4.222], [-0.411, 3.897, -3.176], [-3.590, 0.251, 0.110], [-1.918, 0.218, 1.592], [-1.755, 3.555, -1.989], [-2.158, -3.520, 5.755], [-0.998, 0.459, -5.390], [0.100, 3.201, 0.020], [-0.087, 2.790, -1.379], [-3.952, -4.961, 3.711], [-0.749, 3.889, -2.136], [-4.521, 1.853, 3.843], [-4.186, -3.900, 3.568], [-5.300, 1.527, 1.545], [2.770, -2.707, 0.991], [4.679, 3.199, -3.766], [-3.327, 1.261, 3.543], [0.268, 0.467, -4.484], [-2.168, -3.345, 1.119], [-1.061, 1.318, -6.094], [5.611, 1.208, -2.343], [-4.355, -3.741, 2.450], [4.877, -2.288, 3.564], [0.843, 5.313, 0.398], [1.119, 1.065, -4.920], [-2.748, -0.410, -4.436], [4.713, -4.670, 0.957], [-1.547, -0.755, 4.625], [-4.806, 1.935, 4.895], [4.587, 1.371, -2.663], [-5.467, 2.054, 2.815], [-6.433, 2.496, 2.995], [3.446, 0.866, -1.795], [0.641, 1.397, -1.878], [5.080, -3.726, 1.494], [-3.048, 0.860, 2.250], [4.254, 2.836, -2.853], [-2.184, 0.551, -4.468], [-0.896, -2.361, 3.416], [0.748, -3.104, -1.134]]}

=====

#Q
{"formula": "C28H47N11O3PSYb", "method": "ωB97M-V with the def2-TZVPD basis set", "charge": 2, "s_squared": 0.75, "orbital_gap_ev": [8.6, 7.0], "e_homo_ev": [-13.4, -13.4], "spin_multiplicity": 2, "elements": ["C", "H", "H", "H", "C", "C", "H", "C", "C", "H", "N", "H", "H", "C", "H", "C", "C", "N", "H", "H", "H", "H", "H", "H", "N", "H", "O", "H", "H", "N", "C", "H", "C", "P", "C", "Yb", "N", "H", "C", "H", "H", "C", "H", "H", "C", "C", "N", "C", "C", "H", "H", "C", "N", "H", "H", "H", "O", "H", "C", "C", "H", "C", "C", "H", "H", "N", "H", "N", "H", "C", "H", "H", "H", "C", "N", "H", "C", "C", "H", "H", "N", "C", "H", "O", "S", "H", "H", "C", "H", "H", "H", "H"], "xyz": [[-3.274, 0.363, 2.813], [-2.080, -2.913, -5.468], [-5.474, 1.300, 3.807], [4.082, -3.599, 2.699], [1.715, -4.604, -0.404], [-2.147, 2.552, 2.680], [2.729, -2.575, 3.263], [-1.779, -3.716, -3.492], [-2.856, 0.974, -2.366], [3.979, -1.057, -3.511], [1.102, 0.061, -2.751], [3.421, 0.979, -4.795], [-3.175, 0.319, -3.183], [2.190, 1.087, 2.935], [5.568, 3.800, 1.675], [3.371, 2.609, 4.740], [-0.994, 2.557, -2.205], [0.721, -4.358, 0.584], [-1.490, -0.759, -4.757], [-1.062, -4.427, -3.178], [2.270, -0.531, -1.111], [-4.529, -2.234, 2.993], [3.892, -1.899, 2.029], [4.256, -0.047, -2.124], [-2.194, -0.342, 2.662], [-0.186, 2.628, -1.426], [3.903, 1.549, 0.042], [1.374, 2.071, -3.002], [-0.460, -3.459, -5.322], [-1.380, 1.072, -2.333], [4.933, 3.418, 2.468], [-1.493, -2.990, -1.397], [4.046, 2.369, 2.412], [-0.313, -0.238, -1.989], [1.568, 1.201, -3.580], [-0.158, 0.104, 1.671], [-1.258, 2.271, 1.803], [-2.582, 3.673, 4.363], [4.182, 3.747, 4.782], [-3.707, 2.767, -3.407], [1.383, -4.337, -1.463], [4.973, 4.106, 3.676], [1.049, 1.344, -4.543], [-1.350, 4.280, 3.351], [3.266, 1.981, 3.523], [3.532, -0.287, -2.841], [-3.213, 1.771, 2.978], [1.069, -3.526, 1.534], [3.524, 1.541, 1.225], [-0.257, -4.668, 0.525], [5.619, 4.976, 3.789], [3.359, -2.820, 2.366], [-2.260, 3.769, 3.376], [4.186, 4.473, 5.617], [-0.648, 2.896, -3.204], [-6.459, -0.132, 3.446], [-0.157, -0.551, -0.535], [-2.808, -2.204, -2.266], [-5.668, 0.596, 3.063], [3.088, 1.005, -3.733], [-5.706, -1.580, 1.896], [-1.837, -2.634, -2.397], [2.962, -3.871, 0.110], [3.477, -3.100, -0.582], [-2.444, 4.309, -1.997], [-4.479, -0.174, 2.746], [-2.351, 3.272, -0.653], [2.439, -3.260, 1.367], [-0.628, 3.035, 1.580], [-3.418, 2.405, -2.400], [3.596, 1.936, -3.347], [-4.029, -1.802, 1.365], [-4.083, 2.208, 3.219], [-2.327, 3.248, -1.761], [2.388, 0.839, 1.612], [-2.655, -4.242, -3.724], [-1.242, -2.968, -4.714], [-0.857, -1.556, -4.282], [1.919, -5.679, -0.508], [3.788, -4.488, 0.417], [-1.015, -1.500, -2.820], [-4.686, -1.526, 2.194], [0.065, -1.125, -4.673], [1.150, 0.742, 3.538], [0.035, -2.769, 2.642], [-3.168, 0.543, -1.364], [-2.381, -1.343, 2.659], [2.237, -0.760, -2.164], [-6.092, 0.959, 2.105], [2.713, 2.315, 5.579], [2.071, -1.836, -2.305], [-4.381, 2.472, -1.845]]}

=====

Which structure is most stable? #P, by 64.2 kJ/mol over the runner-up.